This record from OMol25 describes a cluster of 7 separate species, C4H22N8O7 in total. The level of theory is ωB97M-V/def2-TZVPD.

Each line ends with the Löwdin charge.
CARTESIAN COORDINATES (ANGSTROEM)
O 5.98812 10.39174 3.11980  -0.026
H 6.18933 9.57481 3.57628  0.058
H 5.11035 10.62542 3.42168  0.023
O 4.84371 13.74944 3.68495  -0.059
H 4.00907 13.51132 4.08854  0.032
H 4.86634 13.25069 2.86827  -0.009
O 6.78210 14.47789 5.21637  -0.072
H 6.24317 14.18081 4.48320  -0.050
H 6.51517 15.38616 5.35787  0.017
C 4.83384 11.89714 0.48093  -0.741
O 4.44071 12.33316 1.50559  0.038
N 5.84121 11.03401 0.31283  0.183
N 4.32447 12.20604 -0.69217  0.169
H 6.14525 10.61615 1.18062  0.078
H 6.15546 10.92053 -0.64030  0.119
H 3.62024 12.92758 -0.63255  0.115
H 4.66056 11.93202 -1.60433  0.121
C 0.69677 10.73425 4.97605  -0.597
O 0.69139 9.50467 4.97571  0.407
N 1.76038 11.48290 4.83176  0.271
N -0.37190 11.34197 5.30729  0.266
H 1.61101 12.47611 4.93809  0.098
H 2.52211 11.12476 4.27356  0.149
H -1.27455 10.92101 5.13968  0.166
H -0.27816 12.34554 5.37198  0.155
C 1.83565 15.04600 3.40550  -0.802
O 2.03350 14.44745 4.44399  0.011
N 2.67663 15.06578 2.43363  0.200
N 0.73140 15.50661 3.03740  0.190
H 3.60592 14.67054 2.45082  0.082
H 2.34550 15.53914 1.60514  0.124
H 0.53099 15.87861 2.12003  0.136
H -0.00904 15.22870 3.66557  0.132
C 8.06400 16.24302 1.62203  -0.864
O 8.58772 15.83094 0.67915  0.109
N 8.61921 17.10396 2.35957  0.164
N 6.96232 15.83576 2.23781  0.160
H 8.29791 17.21410 3.31075  0.116
H 9.49026 17.48670 2.02064  0.134
H 6.56067 16.33514 3.01845  0.097
H 6.41574 15.10159 1.81080  0.098

Computed properties:
2S+1: 2
E_HOMO (alpha / beta): -0.4119 / -0.4119 Eh
HOMO-LUMO gap (alpha / beta): 7.9 / 2.2 eV
total charge: +1
<S²>: 0.754



This record from OMol25 describes the molecule C5H8N2. The level of theory is ωB97M-V/def2-TZVPD.

Each line ends with the Löwdin charge.
CARTESIAN COORDINATES (ANGSTROEM)
C 1.05883 -1.15887 -1.16046  -0.039
C 0.65301 -0.06496 -0.20974  -0.307
C -0.44525 0.94005 -0.40083  -0.239
C -1.40272 0.92293 -1.49400  -0.165
N -2.20620 0.92257 -2.32756  0.146
N -0.57604 -0.17229 0.52672  -0.091
C -0.47417 0.11946 1.94285  -0.083
H 0.23870 -1.45671 -1.81923  0.082
H 1.90763 -0.84407 -1.77513  0.079
H 1.36790 -2.03880 -0.58523  0.081
H 1.46209 0.35633 0.40057  0.135
H -0.24036 1.94411 -0.02548  0.145
H 0.45906 0.66407 2.17211  0.083
H -0.45960 -0.83037 2.48530  0.086
H -1.34286 0.69653 2.27010  0.088

Computed properties:
structure (SMILES): C[C@H]1[C@@H](C#N)N1C
E_HOMO: -0.3678 Eh
HOMO-LUMO gap: 10.9 eV



This record from OMol25 describes the molecule C10H18IN2O4P. The level of theory is ωB97M-V/def2-TZVPD.

Each line ends with the Löwdin charge.
CARTESIAN COORDINATES (ANGSTROEM)
C -0.37323 3.37042 0.62188  -0.116
C -0.87135 3.02822 -0.84148  -0.224
C -0.39712 1.56027 -1.24053  -0.276
N 1.08657 1.36544 -1.09750  -0.145
P 1.43243 -0.13345 -0.26911  1.073
C 3.23379 -0.56544 -0.59989  -0.225
C 3.59635 -1.73773 0.40755  -0.846
O 3.33642 -2.88310 0.19012  -0.013
I 4.57401 -1.33567 2.32272  0.832
C 0.41714 -1.53070 -0.96973  -0.147
C -0.63317 -2.15415 0.02000  -0.475
O -0.44025 -3.28945 0.39169  0.109
N -1.74726 -1.33396 0.39615  -0.194
C -2.78575 -1.26017 -0.65130  -0.082
C -2.28978 -1.67070 1.73327  -0.078
C 1.19300 0.20424 1.55435  -0.771
O 0.52847 -0.48483 2.33397  -0.014
O 1.79777 1.27306 1.98331  -0.107
H 0.74541 3.38075 0.64718  0.065
H -0.78785 4.37458 0.90672  0.073
H -0.76320 2.59992 1.34887  0.083
H -1.99887 2.95633 -0.77678  0.109
H -0.51950 3.74194 -1.62898  0.104
H -0.90070 0.86848 -0.50864  0.084
H -0.72124 1.30215 -2.28476  0.115
H 1.42980 1.20969 -2.05808  0.090
H 3.91927 0.31350 -0.49366  0.101
H 3.32713 -0.92392 -1.66572  0.109
H 1.12021 -2.35602 -1.29083  0.107
H -0.07639 -1.14068 -1.90883  0.097
H -3.67117 -0.64422 -0.34013  0.102
H -3.09965 -2.27364 -1.02369  0.102
H -2.34431 -0.72045 -1.54647  0.075
H -2.38651 -0.69328 2.29812  0.096
H -1.60581 -2.30454 2.35464  0.096
H -3.32464 -2.11289 1.68557  0.090

Computed properties:
E_HOMO: -0.3286 Eh
HOMO-LUMO gap: 8.8 eV



This record from OMol25 describes a structure of composition C51H66AsBrHfN5O3SSbSi3. The level of theory is ωB97M-V/def2-TZVPD.

Each line ends with the Löwdin charge.
CARTESIAN COORDINATES (ANGSTROEM)
Hf 0.29876 -0.04828 0.34942  0.997
O 0.96125 -3.61759 3.21277  0.031
C 1.41151 -2.91483 4.29397  -0.241
C 1.96514 -3.59650 5.37412  -0.015
C 2.35135 -2.92546 6.51712  -0.073
C 2.16455 -1.55508 6.60349  -0.076
C 1.62664 -0.88103 5.52161  -0.042
C 1.27988 -1.52332 4.33041  -0.071
C 0.67825 -0.68884 3.20638  -0.400
O 0.72151 -1.21921 1.95242  -0.361
N 1.43199 0.61367 3.15834  -0.001
N 1.77860 1.00405 1.91468  -0.134
C 3.08289 1.47429 1.85216  -0.163
C 3.63668 1.98624 0.77071  -0.076
Br 2.53862 -0.66859 -0.88698  0.182
C 4.26937 2.46355 -0.26092  -0.075
C 4.38498 3.86088 -0.69303  -0.228
C 5.14609 4.14791 -1.82381  -0.036
C 5.26780 5.45316 -2.27646  -0.078
C 4.62803 6.48257 -1.60424  -0.083
C 3.86746 6.20311 -0.47545  -0.074
C 3.74578 4.90157 -0.02185  -0.033
H 1.23480 -4.53654 3.30740  0.108
H 2.07786 -4.67378 5.31032  0.119
H 2.77639 -3.47476 7.34646  0.111
H 2.42797 -1.01534 7.50228  0.107
H 1.44768 0.18457 5.62048  0.104
H -0.36157 -0.45270 3.47247  0.093
H 2.20919 0.62589 3.80964  0.101
H 3.67306 1.35431 2.75878  0.130
H 4.72304 1.71483 -0.90912  0.113
H 5.64412 3.34248 -2.34989  0.114
H 5.86407 5.66547 -3.15420  0.105
H 4.72195 7.50171 -1.95575  0.104
H 3.36832 7.00374 0.05538  0.105
H 3.15300 4.68868 0.85766  0.089
O -1.17703 0.30861 -1.19606  -0.422
N -0.93340 1.04918 -2.29292  -0.166
C -1.64719 0.74697 -3.39850  -0.028
C -1.50178 1.47312 -4.54329  -0.034
C -0.60130 2.54727 -4.54112  -0.039
C 0.11095 2.83440 -3.40789  -0.073
C -0.04160 2.06615 -2.23625  -0.649
S 0.86010 2.34850 -0.81977  0.632
H -2.30799 -0.09757 -3.28205  0.126
H -2.07157 1.20207 -5.41881  0.116
H -0.45980 3.14392 -5.43196  0.118
H 0.82434 3.64546 -3.37482  0.117
C 0.95044 4.43311 2.57738  -0.226
Si -0.58270 3.73537 3.40817  0.326
C -0.15051 2.97173 5.07646  -0.214
C -1.82511 5.12231 3.65677  -0.213
Sb -1.53210 1.95891 1.83640  0.908
Si -3.41477 1.05263 3.33498  0.323
C -4.82181 0.49269 2.21583  -0.220
C -2.83795 -0.36745 4.43214  -0.214
C -4.04814 2.34640 4.54603  -0.216
Si -2.97852 3.37176 0.24868  0.347
C -1.94427 4.63264 -0.68448  -0.210
C -4.29099 4.31303 1.21477  -0.214
C -3.85340 2.17522 -0.92528  -0.212
H 1.64177 4.84673 3.31637  0.045
H 0.69049 5.23081 1.87828  0.032
H 1.47695 3.66279 2.01660  -0.025
H -0.20014 3.74848 5.84354  0.038
H 0.86146 2.56669 5.06987  0.010
H -0.82939 2.17066 5.37399  0.008
H -1.47453 5.75478 4.47771  0.040
H -2.82728 4.78015 3.90976  0.007
H -1.89566 5.75278 2.76801  0.026
H -4.47124 0.00168 1.30631  0.003
H -5.43244 1.34552 1.91214  0.028
H -5.47499 -0.19641 2.75841  0.034
H -2.35950 -1.19458 3.91050  0.000
H -3.71738 -0.76429 4.94927  0.040
H -2.15095 -0.00820 5.20142  0.028
H -4.49866 3.22639 4.09021  0.010
H -3.26574 2.68013 5.22911  0.024
H -4.81997 1.86334 5.15435  0.042
H -1.08493 4.99552 -0.11899  0.018
H -2.59180 5.48597 -0.90515  0.040
H -1.56860 4.24134 -1.63025  0.007
H -3.91564 5.26805 1.58356  0.024
H -4.71648 3.76830 2.05607  -0.002
H -5.10874 4.52577 0.51919  0.041
H -3.40934 1.18036 -0.91730  -0.006
H -3.80826 2.56140 -1.94753  0.034
H -4.90753 2.08372 -0.65553  0.029
C -4.51393 -3.13842 1.75129  -0.014
N -3.06399 -3.08164 1.88081  -0.151
C -2.36959 -4.18861 2.53902  0.000
C -2.35223 -2.11346 1.38677  -0.270
N -1.71518 -1.22911 0.99624  0.107
H -4.79771 -3.99538 1.14172  0.085
H -4.87517 -2.23000 1.27806  0.077
H -4.95865 -3.22619 2.74413  0.099
H -2.58267 -5.12000 2.01138  0.095
H -2.70498 -4.26869 3.57463  0.098
H -1.29783 -3.99882 2.52146  0.078
C 0.42621 -2.00925 -6.09344  -0.083
C -0.83648 -2.26425 -5.58408  -0.086
C -1.00922 -2.48362 -4.22314  -0.117
C 0.08021 -2.44479 -3.35685  -0.369
C 1.35018 -2.20467 -3.87978  -0.133
C 1.51858 -1.98614 -5.23806  -0.071
As -0.11099 -2.68744 -1.43023  1.278
C -1.86859 -3.52940 -1.40449  -0.383
C -2.05474 -4.90624 -1.35726  -0.085
C -3.33332 -5.44593 -1.45833  -0.073
C -4.42969 -4.61463 -1.62702  -0.091
C -4.25321 -3.23625 -1.65547  -0.091
C -2.98260 -2.69773 -1.52947  -0.161
C 1.11456 -4.14381 -1.11397  -0.401
C 1.34344 -5.14570 -2.05355  -0.109
C 2.23461 -6.17081 -1.77128  -0.074
C 2.90362 -6.19055 -0.55486  -0.078
C 2.68674 -5.18398 0.37373  -0.078
C 1.79377 -4.15681 0.09793  -0.130
H 0.56286 -1.84495 -7.15447  0.105
H -1.69372 -2.30786 -6.24433  0.106
H -2.00224 -2.70539 -3.85327  0.089
H 2.21168 -2.19030 -3.22624  0.046
H 2.51127 -1.80430 -5.62947  0.108
H -1.20258 -5.56742 -1.25402  0.096
H -3.46654 -6.51994 -1.42731  0.108
H -5.42041 -5.03829 -1.73288  0.108
H -5.10803 -2.58138 -1.77606  0.110
H -2.84700 -1.62083 -1.52580  0.078
H 0.83444 -5.12323 -3.01066  0.110
H 2.41354 -6.94724 -2.50365  0.107
H 3.60783 -6.98394 -0.33951  0.106
H 3.23841 -5.18294 1.30695  0.105
H 1.64870 -3.35745 0.81368  0.061

Computed properties:
2S+1: 2
E_HOMO (alpha / beta): -0.3597 / -0.3595 Eh
HOMO-LUMO gap (alpha / beta): 8.0 / 7.0 eV
total charge: +1
<S²>: 0.772



Taking the records one at a time from the top gives energy values of -1130.0703, -304.7745, -1441.2939, -8847.1852 Ha.
Taking the records one at a time from the top gives maximum force values of 0.151, 0.024, 0.125, 0.012 hartree/bohr.
Taking the records one at a time from the top gives ΔE to the lowest compared entry with this formula, charge and spin values of 0.0, 160.1, 166.2, 39.2 kJ/mol.